16
Properties=species:S:1:pos:R:3 method="wB97M-V/def2-TZVPD" orbital_gap_ev="7.529 / 7.712" e_homo_ev="-6.716 / -6.923" lumo_ev="0.812 / 0.789" total_charge=0
C -0.40 0.95 -1.71
C 0.14 0.63 -0.33
C -0.62 1.20 0.84
C 0.04 -2.16 0.96
N 1.15 -1.49 0.59
C 1.11 -0.40 -0.17
O 1.65 0.84 -0.10
H -0.27 2.01 -1.92
H -1.47 0.72 -1.75
H 0.10 0.36 -2.48
H -1.68 0.92 0.82
H -0.57 2.30 0.79
H -0.19 0.87 1.78
H -0.86 -1.58 1.08
H 0.02 -3.24 0.88
H 2.07 -1.88 0.78

16
Properties=species:S:1:pos:R:3 method="wB97M-V/def2-TZVPD" smiles=C[C@@]12C[NH2+][C@]1([O-])C2 orbital_gap_ev=8.485 e_homo_ev=-7.774 lumo_ev=0.711 total_charge=0
C 0.08 0.64 1.80
C 0.08 0.19 0.38
C 0.08 -1.28 -0.06
N -0.56 -1.03 -1.37
C -0.87 0.58 -0.69
O -1.92 1.14 -0.90
C 0.82 0.95 -0.71
H -0.13 1.71 1.83
H 1.08 0.48 2.23
H -0.67 0.12 2.40
H 1.05 -1.77 -0.16
H -0.58 -1.89 0.56
H 0.10 -0.69 -2.06
H -1.27 -1.66 -1.73
H 0.91 2.02 -0.59
H 1.81 0.50 -0.94

16
Properties=species:S:1:pos:R:3 method="wB97M-V/def2-TZVPD" smiles="CC(=O)[C@@H]1CN1C" orbital_gap_ev=9.699 e_homo_ev=-8.841 lumo_ev=0.858 total_charge=0
C 1.13 -0.32 1.55
C 1.07 0.95 0.74
O 1.75 1.91 1.03
C 0.05 1.08 -0.33
C -1.38 0.37 0.21
N -0.75 0.14 -0.99
C -0.51 -1.01 -1.78
H 2.18 -0.52 1.76
H 0.61 -0.17 2.51
H 0.68 -1.18 1.04
H 0.22 2.00 -0.90
H -2.16 1.12 0.31
H -1.53 -0.50 0.90
H -1.45 -1.30 -2.25
H -0.09 -1.87 -1.24
H 0.19 -0.70 -2.57

17
Properties=species:S:1:pos:R:3 method="wB97M-V/def2-TZVPD" smiles="C=C(C)CC(=O)ON" orbital_gap_ev=10.357 e_homo_ev=-9.505 lumo_ev=0.852 total_charge=0
C 0.29 0.92 -1.29
C -0.64 0.47 -0.44
C -1.82 1.30 -0.02
C -0.81 -1.11 -0.06
C 0.55 -1.49 0.39
O 1.34 -2.25 -0.15
O 0.96 -0.47 1.31
N 2.41 -0.43 1.50
H 0.22 1.92 -1.71
H 1.14 0.32 -1.58
H -2.75 0.88 -0.42
H -1.75 2.32 -0.39
H -1.90 1.32 1.08
H -1.14 -1.72 -0.91
H -1.50 -1.18 0.79
H 2.74 -1.21 0.91
H 2.66 0.42 0.98

17
Properties=species:S:1:pos:R:3 method="wB97M-V/def2-TZVPD" orbital_gap_ev="7.401 / 7.530" e_homo_ev="-8.202 / -7.720" lumo_ev="-0.801 / -0.190" total_charge=0
C 0.76 0.06 -0.32
C 0.33 1.09 -1.27
C 0.98 0.33 1.04
C -0.57 2.04 -1.03
O 1.49 -1.00 -0.83
H 1.29 -1.10 -1.77
H 0.82 1.06 -2.24
H 0.86 1.34 1.38
H 1.65 -0.33 1.58
H -1.10 2.09 -0.08
H -0.83 2.78 -1.77
C -1.00 -2.10 0.17
O -0.48 -0.31 2.33
N -1.07 -0.86 0.27
H -1.27 0.25 2.25
H -0.41 -2.57 -0.63
H -1.44 -2.75 0.93

17
Properties=species:S:1:pos:R:3 method="wB97M-V/def2-TZVPD" orbital_gap_ev="8.595 / 7.984" e_homo_ev="-9.250 / -9.287" lumo_ev="-0.655 / -1.303" total_charge=0
C -0.07 -1.48 -0.39
C 0.08 -0.23 -1.07
C -0.02 -0.23 0.43
C 1.37 0.25 -1.78
C -2.08 0.90 1.41
N 0.84 0.21 1.38
O 0.94 -0.47 2.40
O 1.32 1.29 1.13
H -0.95 -2.15 -0.52
H 0.78 -2.09 -0.08
H -0.86 0.09 -1.55
H 1.57 1.26 -1.37
H 1.32 0.35 -2.85
H 2.15 -0.39 -1.36
H -2.73 0.16 1.07
H -1.81 1.77 0.70
H -1.85 0.76 2.45

Looking at energy relative to the best compared isomer or geometry (same formula, charge and spin) for the records above, in order, we have 111.24; 90.65; 75.65; 68.68; 169.16; 196.99 kcal/mol.